Record 1
This record from OMol25 describes a cluster of 2 separate species, C4H10N2 in total. The level of theory is the ωB97M-V functional and the def2-TZVPD basis.

CARTESIAN COORDINATES (ANGSTROEM)
C -2.66577 2.56553 0.25024
C -1.86588 3.21705 1.21863
N -2.35455 3.66633 2.37422
H -3.61969 2.27984 0.63986
H -2.53946 2.44512 -0.80529
H -0.77891 3.60441 0.92727
H -3.27756 4.07140 2.45621
H -1.64085 4.17329 2.95911
C 1.37840 -3.14426 -0.83206
C 3.47634 -3.44774 -1.84335
N 2.19550 -3.19635 -2.00320
H 2.08634 -3.29365 0.01783
H 0.55824 -3.84378 -0.91166
H 0.86239 -1.99394 -0.75685
H 4.16260 -3.25873 -2.75366
H 4.02288 -3.84450 -0.93726

Computed properties:
ΔE to the lowest compared entry with this formula, charge and spin: 79.18 kcal per mole
maximum force: 6.16 eV Å⁻¹
LUMO level: 1.018 eV
total energy: -267.79915 a.u.
frontier orbital gap: 8.939 eV
SMILES string: C=CN.C=NC

***

Record 2
This record from OMol25 describes a cluster of 2 separate species, C4H10N2 in total. The level of theory is the ωB97M-V functional and the def2-TZVPD basis.

CARTESIAN COORDINATES (ANGSTROEM)
C -1.91746 -1.94297 1.33755
C -2.07726 -0.76820 0.72034
N -1.36180 0.39365 1.13405
H -1.16250 -2.12318 2.08768
H -2.65208 -2.72094 1.15623
H -2.81077 -0.63206 -0.06149
H -1.13240 0.45911 2.10402
H -0.55334 0.49659 0.52799
C 1.81921 0.82960 -0.09833
C 1.43596 0.96939 -2.35402
N 0.85705 0.90890 -1.23947
H 1.66766 -0.18691 0.25280
H 2.83284 1.07386 -0.43351
H 1.70518 1.56075 0.70358
H 0.84853 0.83523 -3.26311
H 2.50119 0.84719 -2.57434

Computed properties:
ΔE to the lowest compared entry with this formula, charge and spin: 56.43 kcal per mole
maximum force: 1.89 eV Å⁻¹
LUMO level: 1.032 eV
total energy: -267.83540 a.u.
frontier orbital gap: 9.770 eV
SMILES string: C=CN.C=NC

***

Record 3
This record from OMol25 describes the molecule C4H10N2. The level of theory is the ωB97M-V functional and the def2-TZVPD basis.

CARTESIAN COORDINATES (ANGSTROEM)
C 0.49508 -0.17714 -1.94511
C 0.03793 0.91125 -0.97022
C -0.52690 -0.82441 0.96355
C 0.26348 0.57015 0.56476
N -0.21904 1.60346 1.23266
N -0.16020 -1.93818 0.36408
H -0.33561 -0.68697 -2.42589
H 1.13657 0.23586 -2.71857
H 1.02518 -0.97802 -1.41949
H 0.50909 1.89055 -1.01944
H -1.04423 1.06400 -0.98442
H 1.34480 0.45547 0.73229
H 0.18607 1.70373 2.16266
H -0.69473 -0.85092 2.04251
H -0.06754 -2.76470 0.95418
H -1.49479 -0.77589 0.40542

Computed properties:
ΔE to the lowest compared entry with this formula, charge and spin: 138.17 kcal per mole
maximum force: 4.89 eV Å⁻¹
LUMO level: -1.865 eV
total energy: -267.70515 a.u.
frontier orbital gap: 6.296 eV

***

Record 4
This record from OMol25 describes a cluster of 2 separate species, C4H10N2 in total. The level of theory is the ωB97M-V functional and the def2-TZVPD basis.

CARTESIAN COORDINATES (ANGSTROEM)
C 0.19737 0.73608 -0.43374
C 0.05939 -0.77782 -0.37181
C 1.16777 1.72453 0.10246
C 1.02426 -1.76965 0.30822
N -0.60040 0.06996 0.58971
N -2.82267 -0.21767 0.18783
H -0.31000 1.10638 -1.25747
H -0.64841 -1.22804 -1.24105
H 0.67043 2.67346 0.28149
H 1.89771 1.73857 -0.69731
H 1.71439 1.29814 0.94903
H 1.41319 -1.29566 1.10273
H 1.77149 -2.15728 -0.39979
H 0.40428 -2.70227 0.53496
H -2.86546 0.48958 -0.58194
H -3.07334 0.31170 0.92669

Computed properties:
ΔE to the lowest compared entry with this formula, charge and spin: 128.06 kcal per mole
maximum force: 5.56 eV Å⁻¹
LUMO level (alpha / beta): 0.137 / -0.022 eV
total energy: -267.72125 a.u.
frontier orbital gap (alpha / beta): 9.352 / 9.613 eV

***

Record 5
This record from OMol25 describes a cluster of 2 separate species, C4H10N2 in total. The level of theory is the ωB97M-V functional and the def2-TZVPD basis.

CARTESIAN COORDINATES (ANGSTROEM)
C -2.45464 -0.60777 1.06660
C -2.08146 0.10576 0.00491
N -2.26525 -0.26092 -1.30288
H -2.97249 -1.56243 0.98030
H -2.26494 -0.23867 2.05501
H -1.62869 1.07757 0.16248
H -1.76223 0.18359 -2.04688
H -2.49573 -1.22259 -1.50749
C 1.77376 0.73667 -0.94072
C 2.54919 0.04082 -0.11848
N 2.62787 0.24539 1.24940
H 1.21763 1.56913 -0.52172
H 1.65591 0.55040 -1.99783
H 3.20522 -0.71712 -0.52309
H 1.77272 0.55916 1.67615
H 3.12311 -0.45901 1.76422

Computed properties:
ΔE to the lowest compared entry with this formula, charge and spin: 37.63 kcal per mole
maximum force: 0.77 eV Å⁻¹
LUMO level: 1.041 eV
total energy: -267.86536 a.u.
frontier orbital gap: 9.107 eV
SMILES string: C=CN.C=CN

***

Record 6
This record from OMol25 describes the ion C4H10N2O with charge -1. The level of theory is the ωB97M-V functional and the def2-TZVPD basis.

CARTESIAN COORDINATES (ANGSTROEM)
O 0.07515 -0.71937 2.57231
C 0.37635 -0.39769 1.39163
N 0.43383 0.93948 0.93611
C -0.11427 1.20262 -0.39593
N 0.18885 2.54825 -0.80468
C 0.63866 -1.39919 0.19838
C -0.68074 -1.93234 -0.38481
H 0.34875 1.73300 1.52979
H -1.31806 1.12537 -0.31947
H 0.20856 0.54890 -1.19092
H 0.99808 2.92795 -0.50297
H -0.68490 2.98570 -1.19332
H 1.23830 -1.08994 -0.62463
H 1.22030 -2.23083 0.53754
H -1.43125 -2.42447 0.31085
H -0.33007 -2.67592 -1.07101
H -1.16754 -1.14151 -0.98887

Computed properties:
net charge: -1
spin multiplicity: 2
ΔE to the lowest compared entry with this formula, charge and spin: 27.74 kcal per mole
maximum force: 5.22 eV Å⁻¹
LUMO level (alpha / beta): 4.143 / 3.971 eV
total energy: -343.07838 a.u.
frontier orbital gap (alpha / beta): 3.006 / 8.917 eV

***

Record 7
This record from OMol25 describes the ion C4H10N2O with charge -1. The level of theory is the ωB97M-V functional and the def2-TZVPD basis.

CARTESIAN COORDINATES (ANGSTROEM)
N -0.18922 1.70340 -0.46224
C 0.56233 0.68707 0.32979
C 2.04226 0.88922 0.10972
C 0.16066 -0.70565 -0.05785
N -1.15516 -1.13906 0.28752
C -2.30663 -0.26779 0.18319
O 0.98837 -1.52514 -0.52171
H -0.02929 2.62656 -0.05432
H -0.08544 1.68149 -1.46507
H 0.21237 0.94457 1.35109
H 2.18496 1.04816 -0.95616
H 2.65174 0.05274 0.46908
H 2.44000 1.76356 0.62243
H -1.13381 -1.52789 1.24210
H -2.26542 0.55736 0.89260
H -2.31026 0.21984 -0.79132
H -3.19323 -0.87599 0.39556

Computed properties:
net charge: -1
spin multiplicity: 2
ΔE to the lowest compared entry with this formula, charge and spin: 12.63 kcal per mole
maximum force: 1.21 eV Å⁻¹
LUMO level (alpha / beta): 4.525 / 4.256 eV
total energy: -343.10247 a.u.
frontier orbital gap (alpha / beta): 3.826 / 8.527 eV

***

Record 8
This record from OMol25 describes the molecule C4H10N2O. The level of theory is the ωB97M-V functional and the def2-TZVPD basis.

CARTESIAN COORDINATES (ANGSTROEM)
C -1.10103 0.88493 -0.89216
C 0.08529 -0.00908 -1.27493
C 0.66016 -0.98478 -0.25456
C 0.70169 -0.48029 1.18612
N 1.81846 0.22972 1.57228
O -0.19188 -0.69321 1.97474
N -2.11372 0.30372 -0.01233
H -0.73334 1.82796 -0.44856
H -1.55567 1.19457 -1.84024
H 0.84945 0.66288 -1.63796
H -0.27927 -0.63116 -2.09899
H 1.67292 -1.32747 -0.48774
H 0.07500 -1.90061 -0.14678
H 2.06627 0.17124 2.56046
H 2.65663 0.10808 1.02264
H -2.85910 0.95936 0.09227
H -1.75187 -0.31585 0.68574

Computed properties:
ΔE to the lowest compared entry with this formula, charge and spin: 23.91 kcal per mole
maximum force: 2.51 eV Å⁻¹
LUMO level: 0.775 eV
total energy: -343.16336 a.u.
frontier orbital gap: 9.111 eV
SMILES string: NCCCC(N)=O

***

Record 9
This record from OMol25 describes a cluster of 3 separate species, C4H10N2O in total. The level of theory is the ωB97M-V functional and the def2-TZVPD basis.

CARTESIAN COORDINATES (ANGSTROEM)
C 3.35376 0.72904 -0.08096
N 2.67296 0.61434 -1.17767
C 0.08347 -0.27120 0.02269
C -1.28787 -0.58560 0.53519
C -1.53826 -1.04096 1.79262
N -2.98574 0.21589 -1.31573
O 2.84910 0.62213 1.06459
H 4.46496 0.83465 -0.03236
H 3.17281 0.86774 -2.02931
H 0.84177 -0.95797 0.47355
H 0.05351 -0.14208 -0.98906
H 0.45732 0.80421 0.28704
H -2.17410 -0.17132 -0.21494
H -2.47823 -1.50159 2.18517
H -0.60733 -0.99554 2.49724
H -3.73353 -0.23529 -1.81843
H -3.14461 1.21355 -1.19964

Computed properties:
ΔE to the lowest compared entry with this formula, charge and spin: 240.56 kcal per mole
maximum force: 4.61 eV Å⁻¹
LUMO level: -4.562 eV
total energy: -342.81811 a.u.
frontier orbital gap: 3.324 eV

***

Record 10
This record from OMol25 describes the molecule C4H10N2O. The level of theory is the ωB97M-V functional and the def2-TZVPD basis.

CARTESIAN COORDINATES (ANGSTROEM)
C -1.20283 0.87749 1.44538
C -0.22408 -0.11150 0.80408
C 0.69105 0.68266 -0.14120
C 1.53840 0.06732 -1.27470
N 1.19344 -1.13991 -1.77107
O 2.49248 0.69718 -1.68813
N -0.98308 -1.14752 0.03859
H -1.94711 1.27389 0.75215
H -1.74751 0.38997 2.25013
H -0.67434 1.75879 1.82695
H 0.31224 -0.58682 1.61046
H 1.44523 1.24543 0.39536
H 0.05656 1.39182 -0.69113
H 1.87969 -1.61762 -2.33016
H 0.45335 -1.64901 -1.29818
H -1.70092 -1.53392 0.65082
H -1.58256 -0.59826 -0.57935

Computed properties:
ΔE to the lowest compared entry with this formula, charge and spin: 12.24 kcal per mole
maximum force: 1.27 eV Å⁻¹
LUMO level: 0.846 eV
total energy: -343.18196 a.u.
frontier orbital gap: 10.294 eV
SMILES string: C[C@@H](N)CC(N)=O